The following is a quantum chemistry calculation of C61H67BN15OPRb as an isolated structure at a distorted geometry, from the OMol25 dataset.

Last column: Löwdin charge in e.
CARTESIAN COORDINATES (ANGSTROEM)
Rb  -0.06  0.38  0.05  0.4785
C  -1.67  4.31  2.03  -0.0302
C  -1.74  3.15  2.96  -0.3602
C  -2.76  2.84  3.89  -0.0366
C  -2.32  1.68  4.50  -0.0931
N  -1.13  1.35  3.96  0.0058
N  -0.78  2.24  3.02  0.1216
B  -0.32  0.07  4.23  -0.6721
N  1.12  0.26  3.72  0.0064
C  2.07  0.85  4.48  -0.0644
C  3.19  1.01  3.71  -0.0257
C  2.83  0.49  2.45  -0.3735
C  3.68  0.50  1.22  -0.0348
N  1.58  0.04  2.47  0.0527
N  -1.10  -1.12  3.61  0.0163
C  -2.10  -1.76  4.25  -0.0758
C  -2.67  -2.65  3.36  -0.0275
C  -1.94  -2.47  2.17  -0.3850
C  -2.08  -3.22  0.89  -0.0297
N  -1.01  -1.55  2.34  0.0761
N  -0.21  -0.21  5.74  -0.0375
C  0.48  -1.24  6.27  -0.0871
C  0.43  -1.12  7.64  -0.0292
C  -0.33  0.05  7.86  -0.3637
C  -0.68  0.68  9.18  -0.0465
N  -0.70  0.59  6.71  0.1254
H  -2.49  5.01  2.22  0.0752
H  -0.72  4.84  2.15  0.0723
H  -1.73  3.98  0.99  0.0509
H  -3.67  3.38  4.08  0.0905
H  -2.77  1.10  5.29  0.1060
H  1.89  1.13  5.50  0.1245
H  4.13  1.45  3.99  0.0943
H  4.71  0.73  1.47  0.0857
H  3.66  -0.45  0.70  0.0207
H  3.32  1.24  0.51  0.0526
H  -2.34  -1.55  5.28  0.1212
H  -3.49  -3.32  3.54  0.0949
H  -1.66  -4.23  0.98  0.0757
H  -3.14  -3.33  0.62  0.0731
H  -1.56  -2.70  0.08  0.0577
H  0.96  -1.97  5.64  0.1064
H  0.87  -1.77  8.38  0.0922
H  -0.28  0.08  10.00  0.0679
H  -0.27  1.68  9.24  0.0720
H  -1.76  0.75  9.29  0.0708
C  -0.46  1.40  -4.69  -0.1010
C  -1.04  2.81  -4.86  -0.1749
C  -2.47  2.84  -4.36  -0.1608
C  -3.50  2.58  -5.25  -0.0482
C  -4.81  2.47  -4.82  -0.0823
C  -5.10  2.58  -3.46  -0.0449
C  -4.09  2.83  -2.54  -0.1731
C  -4.41  3.01  -1.08  -0.2031
C  -4.68  4.48  -0.73  -0.0779
C  -2.77  2.97  -2.99  -0.1791
N  -1.78  3.13  -2.03  0.1673
C  -1.08  4.19  -1.93  -0.0906
C  0.02  4.33  -1.03  -0.2711
C  0.70  5.56  -0.73  -0.0199
C  1.64  5.24  0.19  -0.0281
C  1.50  3.81  0.41  -0.1122
N  0.55  3.28  -0.33  0.0386
H  0.56  1.35  -5.07  0.0344
H  -1.07  0.68  -5.24  0.0807
H  -0.46  1.12  -3.64  0.0625
H  -1.03  3.10  -5.91  0.1182
H  -0.41  3.51  -4.32  0.0720
H  -3.27  2.47  -6.30  0.1129
H  -5.60  2.28  -5.53  0.0995
H  -6.12  2.48  -3.12  0.1134
H  -3.57  2.65  -0.49  0.0901
H  -5.29  2.42  -0.83  0.1094
H  -3.78  5.09  -0.91  0.0656
H  -4.94  4.57  0.32  0.0722
H  -5.49  4.89  -1.34  0.0749
H  -1.34  5.09  -2.50  0.1475
H  0.49  6.53  -1.15  0.1105
H  2.34  5.89  0.69  0.1057
H  2.04  3.21  1.14  0.1155
C  3.86  2.59  -2.53  -0.0584
C  3.14  2.03  -3.76  -0.3591
C  2.15  3.06  -4.30  -0.0625
C  2.39  0.71  -3.48  -0.2678
C  2.39  -0.21  -4.73  -0.0960
O  3.17  -1.34  -4.32  0.0093
C  3.39  -1.19  -2.98  -0.3368
N  2.99  -0.12  -2.44  0.1753
C  4.09  -2.34  -2.35  -0.1316
C  5.23  -2.80  -3.02  -0.0217
C  5.92  -3.91  -2.55  -0.0705
C  5.42  -4.61  -1.46  -0.0640
C  4.29  -4.16  -0.81  -0.0905
C  3.63  -2.99  -1.21  -0.2703
P  2.11  -2.46  -0.26  1.1080
C  2.59  -2.97  1.44  -0.3842
C  1.58  -3.38  2.32  -0.1132
C  1.88  -3.72  3.63  -0.0786
C  3.18  -3.63  4.10  -0.0825
C  4.18  -3.19  3.25  -0.0730
C  3.89  -2.87  1.93  -0.1133
C  1.10  -3.89  -0.85  -0.3568
C  0.97  -5.13  -0.22  -0.0939
C  0.22  -6.14  -0.80  -0.0809
C  -0.43  -5.93  -2.01  -0.0879
C  -0.31  -4.70  -2.64  -0.0800
C  0.44  -3.70  -2.06  -0.1095
H  4.43  3.47  -2.82  0.0819
H  4.55  1.85  -2.12  0.0734
H  3.14  2.86  -1.76  0.0627
H  3.89  1.83  -4.52  0.1362
H  1.38  3.26  -3.55  0.0687
H  1.66  2.70  -5.21  0.0694
H  2.65  4.00  -4.54  0.0906
H  1.36  0.94  -3.16  0.1114
H  2.86  0.26  -5.59  0.1299
H  1.40  -0.56  -5.02  0.0975
H  5.57  -2.28  -3.90  0.1189
H  6.82  -4.24  -3.05  0.1050
H  5.92  -5.51  -1.12  0.1070
H  3.90  -4.72  0.03  0.1054
H  0.56  -3.40  1.98  0.0802
H  1.08  -4.05  4.28  0.1071
H  3.41  -3.89  5.12  0.1027
H  5.20  -3.10  3.61  0.1036
H  4.69  -2.53  1.28  0.1056
H  1.45  -5.31  0.73  0.0997
H  0.13  -7.10  -0.30  0.1040
H  -1.00  -6.73  -2.46  0.0996
H  -0.82  -4.53  -3.58  0.0940
H  0.53  -2.73  -2.56  0.0783
N  -3.41  -1.94  -3.32  0.1174
C  -2.46  -2.04  -4.29  -0.0786
C  -1.37  -1.37  -3.80  -0.1794
N  -1.64  -0.87  -2.56  0.1200
C  -2.88  -1.23  -2.28  -0.2641
C  -3.57  -0.92  -1.04  -0.3024
N  -3.05  -0.21  -0.07  0.0816
C  -3.99  -0.16  0.92  -0.1257
C  -5.10  -0.84  0.54  -0.0760
N  -4.83  -1.33  -0.72  0.1076
H  -4.34  -2.32  -3.38  0.1489
H  -2.63  -2.55  -5.22  0.1143
H  -0.42  -1.21  -4.28  0.0851
H  -3.80  0.38  1.83  0.1125
H  -6.04  -1.03  1.03  0.1117
H  -5.45  -1.91  -1.25  0.1463

Its spin multiplicity is 2. The LUMO energy (spin up / spin down) is -0.25 / -2.40 eV. The value obtained for the gap between HOMO and LUMO (spin up / spin down) is 0.2735 / 0.1948 Eh. For the maximum force, the calculation gives 1.13 eV Å⁻¹. As for the expectation value of S²: 0.784. Its net charge is 0.